1.
# C23H23N5O

A cluster of 2 separate species, C23H23N5O in total in a non-equilibrium geometry (wB97M-V/def2-TZVPD, the OMol25 dataset).

Its frontier orbital gap is 0.26403 Ha. The calculation puts the LUMO energy at -0.785 eV. The value obtained for the energy above the lowest of the compared OMol25 structures with the same formula, charge and spin is 3.737 eV. As for the multiplicity: 1.

Geometry (Å):
C: 4.55 -2.58 1.43
N: 3.67 -3.31 0.55
C: 4.23 -4.53 0.01
C: 2.42 -2.79 0.16
C: 2.29 -2.01 -1.01
C: 1.07 -1.45 -1.34
C: -0.09 -1.72 -0.59
C: -1.39 -1.25 -1.00
C: -1.77 -1.15 -2.32
C: -3.05 -0.66 -2.69
N: -4.09 -0.21 -2.99
C: -1.02 -1.71 -3.39
N: -0.40 -2.15 -4.29
C: 0.06 -2.48 0.61
C: 1.28 -3.01 0.97
H: 4.06 -1.67 1.79
H: 4.82 -3.21 2.29
H: 5.48 -2.30 0.91
H: 3.49 -5.02 -0.64
H: 5.14 -4.32 -0.57
H: 4.50 -5.21 0.83
H: 3.17 -1.84 -1.63
H: 0.99 -0.77 -2.19
H: -2.14 -1.03 -0.23
H: -0.83 -2.66 1.21
H: 1.39 -3.61 1.87
C: -3.26 2.40 5.14
O: -2.12 1.79 4.50
C: -1.87 2.08 3.20
C: -0.90 1.28 2.55
C: -0.63 1.49 1.21
C: -1.29 2.51 0.51
N: -1.06 2.63 -0.85
C: -0.36 1.69 -1.57
N: -0.37 2.18 -2.83
C: 0.26 1.57 -3.97
C: -1.06 3.39 -2.92
C: -1.50 3.68 -1.68
C: -2.21 3.34 1.15
C: -2.54 3.11 2.49
H: -3.17 2.07 6.17
H: -3.20 3.50 5.09
H: -4.19 2.05 4.69
H: -0.40 0.51 3.12
H: 0.07 0.86 0.66
H: 0.35 0.49 -3.81
H: -0.35 1.76 -4.86
H: 1.26 1.99 -4.15
H: -1.19 3.91 -3.85
H: -2.07 4.51 -1.31
H: -2.70 4.15 0.61
H: -3.31 3.72 2.97


2.
# C23H24BrGeN2O5RuSe

A structure of composition C23H24BrGeN2O5RuSe (wB97M-V/def2-TZVPD, the OMol25 dataset).

Its frontier orbital gap (alpha / beta) is 0.24238 / 0.24429 Ha. The calculation puts the LUMO energy (alpha / beta) at -1.407 / -1.444 eV. As for the multiplicity: 2.

Geometry (Å):
Ru: 0.59 -1.15 -1.48
Br: 6.83 -1.04 2.57
C: 5.29 -1.41 1.53
C: 4.97 -2.75 1.21
C: 3.86 -3.03 0.47
C: 2.99 -2.01 0.00
O: 1.95 -2.39 -0.65
C: 3.33 -0.65 0.31
C: 2.60 0.49 -0.08
N: 1.52 0.51 -0.81
C: 0.84 1.72 -1.13
C: 1.18 2.99 -0.74
C: 0.40 4.09 -1.14
C: -0.70 3.94 -1.93
C: -1.08 2.65 -2.36
C: -2.18 2.39 -3.21
C: -2.47 1.11 -3.59
C: -1.67 0.06 -3.10
N: -0.65 0.27 -2.29
C: -0.32 1.55 -1.94
C: 4.50 -0.40 1.09
H: 5.61 -3.54 1.56
H: 3.60 -4.05 0.22
H: 2.99 1.44 0.29
H: 2.05 3.17 -0.13
H: 0.70 5.08 -0.82
H: -1.28 4.79 -2.25
H: -2.79 3.22 -3.56
H: -3.29 0.88 -4.25
H: -1.86 -0.98 -3.35
H: 4.75 0.63 1.33
O: 0.25 -4.84 -2.64
C: 0.26 -3.64 -2.62
O: -0.45 -2.85 -1.86
C: 1.13 -2.81 -3.63
O: 1.60 -3.28 -4.62
O: 1.20 -1.52 -3.31
C: -4.18 0.73 0.95
Ge: -2.82 0.67 2.35
C: -2.77 2.33 3.36
C: -3.09 -0.86 3.53
C: -1.09 0.47 1.42
Se: -0.97 -1.26 0.52
C: 0.10 -2.18 1.85
H: -5.18 0.75 1.38
H: -4.10 -0.15 0.31
H: -4.05 1.63 0.34
H: -3.71 2.49 3.89
H: -2.61 3.18 2.70
H: -1.97 2.31 4.10
H: -4.07 -0.81 4.00
H: -2.34 -0.88 4.32
H: -3.04 -1.80 2.97
H: -0.23 0.57 2.08
H: -1.01 1.24 0.65
H: -0.49 -2.31 2.75
H: 1.00 -1.61 2.05
H: 0.37 -3.14 1.41


3.
# C23H24CdN8OS

A structure of composition C23H24CdN8OS in a non-equilibrium geometry (wB97M-V/def2-TZVPD, the OMol25 dataset).

Its frontier orbital gap is 0.23781 Ha. The calculation puts the LUMO energy at -7.638 eV. The total charge is +2. The value obtained for the energy above the lowest of the compared OMol25 structures with the same formula, charge and spin is 0.000 eV. As for the multiplicity: 1.

Geometry (Å):
Cd: 0.04 -0.56 -1.31
C: -3.80 -0.57 -3.49
C: -4.44 0.64 -3.26
C: -3.85 1.55 -2.40
C: -2.62 1.26 -1.81
N: -2.00 0.09 -2.05
C: -2.60 -0.80 -2.86
N: -2.12 2.28 -1.01
C: -0.94 2.49 -0.61
N: 0.19 1.60 -0.65
C: 1.35 2.38 -0.45
N: 2.56 2.01 -0.54
C: 3.06 0.84 -1.12
C: 4.42 0.88 -1.41
C: 5.04 -0.20 -2.00
C: 4.29 -1.34 -2.27
C: 2.95 -1.32 -1.93
N: 2.33 -0.26 -1.38
C: 0.92 3.71 0.02
C: 1.68 4.80 0.43
C: 0.98 5.95 0.79
C: -0.41 6.01 0.71
C: -1.16 4.92 0.28
C: -0.46 3.76 -0.05
H: -4.22 -1.32 -4.15
H: -5.39 0.86 -3.73
H: -4.31 2.50 -2.18
H: -2.08 -1.75 -3.00
H: 4.96 1.78 -1.17
H: 6.09 -0.16 -2.25
H: 4.72 -2.22 -2.72
H: 2.34 -2.20 -2.09
H: 2.76 4.76 0.46
H: 1.53 6.82 1.12
H: -0.92 6.92 0.99
H: -2.23 4.96 0.20
C: 2.21 -3.39 2.13
C: 1.51 -2.06 1.88
N: 0.05 -2.17 2.00
C: -0.76 -2.68 1.06
S: -0.24 -2.92 -0.59
N: -1.99 -3.04 1.37
C: -2.61 -3.11 2.70
C: -2.45 -4.48 3.33
H: 3.29 -3.25 2.06
H: 1.91 -4.13 1.39
H: 1.98 -3.77 3.13
H: 1.75 -1.69 0.88
H: 1.83 -1.32 2.61
H: -0.29 -2.23 2.95
H: -2.51 -3.44 0.60
H: -3.66 -2.85 2.57
H: -2.19 -2.33 3.33
H: -2.90 -5.25 2.71
H: -2.96 -4.50 4.30
H: -1.41 -4.74 3.49
O: 0.79 1.34 1.80
N: -0.01 0.95 1.16


4.
# C23H24ClF5N2O6PPtSi

A structure of composition C23H24ClF5N2O6PPtSi in a non-equilibrium geometry (wB97M-V/def2-TZVPD, the OMol25 dataset).

Its frontier orbital gap is 0.26891 Ha. The calculation puts the LUMO energy at 2.320 eV. The total charge is -1. The value obtained for the energy above the lowest of the compared OMol25 structures with the same formula, charge and spin is 0.052 eV. As for the multiplicity: 1.

Geometry (Å):
Pt: 0.02 0.38 0.68
O: 0.93 -5.36 1.41
C: -0.29 -5.25 0.92
O: -1.00 -6.21 0.75
C: -0.72 -3.87 0.60
C: -1.93 -3.49 0.03
Cl: -3.22 -4.53 -0.35
N: -1.91 -2.14 -0.19
N: -0.73 -1.66 0.26
C: -0.02 -2.66 0.73
C: 1.36 -2.43 1.29
O: 2.07 -3.45 1.46
O: 1.68 -1.24 1.48
C: -2.86 -1.27 -0.84
C: -2.52 0.07 -1.03
C: -3.41 0.94 -1.64
C: -4.65 0.51 -2.08
C: -4.98 -0.83 -1.91
C: -4.10 -1.71 -1.30
H: 1.40 -4.47 1.44
H: -1.55 0.44 -0.71
H: -3.11 1.98 -1.76
H: -5.34 1.19 -2.56
H: -5.94 -1.20 -2.25
H: -4.41 -2.73 -1.19
C: 2.73 -0.30 -3.60
P: 2.18 -0.82 -1.96
C: 1.82 -2.58 -2.16
C: 3.64 -0.70 -0.90
O: 1.01 -0.04 -1.48
H: 3.53 -0.95 -3.96
H: 3.10 0.73 -3.55
H: 1.89 -0.33 -4.29
H: 2.63 -3.12 -2.67
H: 0.90 -2.67 -2.74
H: 1.66 -3.03 -1.18
H: 4.34 -1.52 -1.10
H: 3.30 -0.74 0.14
H: 4.13 0.26 -1.08
F: -0.86 -1.42 3.17
C: -1.30 -0.15 3.31
C: -1.18 0.76 2.27
C: -1.71 2.02 2.52
F: -1.73 2.96 1.56
C: -2.30 2.36 3.73
F: -2.81 3.59 3.92
C: -2.37 1.43 4.75
F: -2.93 1.76 5.92
C: -1.88 0.16 4.53
F: -1.97 -0.76 5.51
C: 1.15 5.05 0.40
Si: 1.75 3.31 -0.05
C: 1.85 3.23 -1.94
C: 3.54 3.15 0.55
O: 0.77 2.26 0.61
H: 1.77 5.83 -0.06
H: 1.16 5.20 1.48
H: 0.12 5.19 0.05
H: 2.41 4.07 -2.36
H: 0.85 3.22 -2.38
H: 2.34 2.30 -2.23
H: 4.18 3.94 0.14
H: 3.95 2.18 0.25
H: 3.59 3.20 1.64


5.
# C23H24FNReSbSe4Si

A structure of composition C23H24FNReSbSe4Si (wB97M-V/def2-TZVPD, the OMol25 dataset).

Its frontier orbital gap is 0.19591 Ha. The calculation puts the LUMO energy at -8.774 eV. The total charge is +2. As for the multiplicity: 1.

Geometry (Å):
Re: -0.56 0.61 -0.19
C: -2.58 -1.96 3.15
Si: -2.60 -1.45 1.38
C: -1.65 -2.66 0.39
C: -4.29 -1.22 0.65
N: -1.66 0.16 1.30
C: -1.93 1.16 2.29
C: -3.18 1.36 2.87
C: -3.36 2.32 3.85
C: -2.28 3.10 4.27
C: -1.02 2.92 3.71
C: -0.88 1.96 2.73
F: 0.35 1.75 2.16
H: -2.92 -3.00 3.20
H: -3.24 -1.36 3.77
H: -1.57 -1.92 3.57
H: -2.16 -3.62 0.52
H: -0.64 -2.79 0.77
H: -1.64 -2.45 -0.68
H: -4.99 -1.84 1.22
H: -4.30 -1.57 -0.38
H: -4.66 -0.20 0.66
H: -4.03 0.76 2.56
H: -4.33 2.46 4.29
H: -2.42 3.85 5.03
H: -0.17 3.50 4.02
Se: 3.54 2.49 1.36
Sb: 2.82 2.02 -0.79
Se: 0.04 2.67 -0.87
Se: 1.41 -0.51 -0.14
Se: 3.33 1.93 -3.05
C: 3.39 -2.62 -2.97
C: 2.61 -2.85 -1.88
C: 1.31 -2.26 -1.78
C: 0.81 -1.46 -2.85
C: 1.62 -1.30 -3.98
C: 2.88 -1.85 -4.03
C: -0.52 -0.85 -2.89
C: -1.20 -0.05 -2.04
C: -2.48 0.61 -2.46
C: -2.95 0.54 -3.78
C: -4.11 1.19 -4.15
C: -4.83 1.93 -3.23
C: -4.38 2.02 -1.92
C: -3.22 1.36 -1.55
H: 4.37 -3.07 -3.05
H: 2.95 -3.50 -1.08
H: 0.60 -2.70 -1.10
H: 1.25 -0.72 -4.82
H: 3.48 -1.70 -4.92
H: -0.96 -0.97 -3.87
H: -2.41 -0.01 -4.54
H: -4.46 1.11 -5.17
H: -5.74 2.44 -3.53
H: -4.93 2.60 -1.19
H: -2.95 1.42 -0.50


6.
# C23H24N2O4

An isolated molecule of C23H24N2O4 (wB97M-V/def2-TZVPD, the OMol25 dataset).

Its frontier orbital gap is 0.29729 Ha. The calculation puts the LUMO energy at 0.321 eV. Its SMILES is COc1ccccc1N1CCN(C(=O)c2cc(=O)c3cc(C)cc(C)c3o2)CC1. The value obtained for the energy above the lowest of the compared OMol25 structures with the same formula, charge and spin is 2.163 eV. As for the multiplicity: 1.

Geometry (Å):
C: 4.78 3.41 -0.05
O: 4.16 2.18 -0.29
C: 4.73 1.04 0.23
C: 5.82 1.06 1.08
C: 6.39 -0.12 1.54
C: 5.86 -1.33 1.15
C: 4.75 -1.36 0.32
C: 4.15 -0.19 -0.15
N: 3.08 -0.21 -1.04
C: 2.73 -1.42 -1.75
C: 1.70 -2.27 -0.99
N: 0.55 -1.45 -0.69
C: -0.65 -1.75 -1.23
O: -0.86 -2.75 -1.90
C: -1.77 -0.76 -0.98
C: -1.91 0.37 -1.70
C: -3.06 1.25 -1.51
O: -3.19 2.31 -2.10
C: -4.03 0.73 -0.53
C: -5.21 1.43 -0.27
C: -6.13 0.95 0.65
C: -7.41 1.67 0.92
C: -5.85 -0.25 1.31
C: -4.69 -0.96 1.09
C: -4.38 -2.25 1.80
C: -3.77 -0.46 0.15
O: -2.63 -1.18 -0.05
C: 0.88 -0.25 0.04
C: 1.89 0.57 -0.76
H: 4.21 4.14 -0.62
H: 4.76 3.69 1.01
H: 5.82 3.42 -0.41
H: 6.26 2.00 1.38
H: 7.25 -0.08 2.19
H: 6.30 -2.26 1.49
H: 4.35 -2.32 0.04
H: 3.63 -2.00 -1.96
H: 2.29 -1.12 -2.71
H: 1.37 -3.11 -1.60
H: 2.12 -2.64 -0.05
H: -1.18 0.64 -2.44
H: -5.38 2.34 -0.81
H: -7.42 2.63 0.42
H: -8.25 1.08 0.58
H: -7.53 1.84 1.99
H: -6.56 -0.63 2.03
H: -3.50 -2.13 2.43
H: -5.22 -2.55 2.41
H: -4.16 -3.03 1.07
H: -0.02 0.33 0.23
H: 1.32 -0.55 1.00
H: 2.16 1.47 -0.21
H: 1.44 0.87 -1.71


7.
# C23H24N2O4

An isolated molecule of C23H24N2O4 (wB97M-V/def2-TZVPD, the OMol25 dataset).

Its frontier orbital gap is 0.30674 Ha. The calculation puts the LUMO energy at 0.431 eV. Its SMILES is COc1ccccc1NC(=O)Cn1c(CCC(=O)O)ccc1-c1ccc(C)cc1. The value obtained for the energy above the lowest of the compared OMol25 structures with the same formula, charge and spin is 0.821 eV. As for the multiplicity: 1.

Geometry (Å):
C: 3.31 2.61 1.72
O: 2.13 2.05 1.19
C: 1.70 2.48 -0.04
C: 2.37 3.38 -0.85
C: 1.83 3.75 -2.07
C: 0.63 3.23 -2.49
C: -0.06 2.33 -1.70
C: 0.47 1.95 -0.48
N: -0.13 1.01 0.38
C: -1.37 0.53 0.36
O: -2.26 0.89 -0.40
C: -1.62 -0.61 1.36
N: -1.68 -1.85 0.62
C: -2.80 -2.58 0.33
C: -4.17 -2.23 0.83
C: -4.85 -1.19 -0.10
C: -5.42 -0.06 0.75
O: -6.45 -0.16 1.36
O: -4.68 1.04 0.83
C: -2.45 -3.59 -0.52
C: -1.07 -3.46 -0.79
C: -0.62 -2.38 -0.07
C: 0.74 -1.82 -0.05
C: 1.33 -1.44 -1.25
C: 2.61 -0.92 -1.27
C: 3.34 -0.79 -0.10
C: 4.75 -0.26 -0.14
C: 2.76 -1.18 1.10
C: 1.47 -1.69 1.12
H: 3.44 2.14 2.69
H: 4.18 2.39 1.09
H: 3.22 3.69 1.85
H: 3.31 3.81 -0.54
H: 2.37 4.46 -2.69
H: 0.21 3.53 -3.44
H: -1.00 1.92 -2.01
H: 0.51 0.68 1.09
H: -0.83 -0.65 2.11
H: -2.58 -0.44 1.85
H: -4.76 -3.14 0.85
H: -4.13 -1.86 1.85
H: -5.67 -1.66 -0.64
H: -4.13 -0.79 -0.81
H: -3.87 1.01 0.27
H: -3.10 -4.34 -0.91
H: -0.47 -4.10 -1.41
H: 0.77 -1.54 -2.17
H: 3.05 -0.62 -2.21
H: 4.80 0.63 -0.76
H: 5.41 -1.01 -0.59
H: 5.11 -0.03 0.85
H: 3.32 -1.10 2.02
H: 1.05 -2.02 2.06


8.
# C23H24N2Ti

A structure of composition C23H24N2Ti in a non-equilibrium geometry (wB97M-V/def2-TZVPD, the OMol25 dataset).

Its frontier orbital gap (alpha / beta) is 0.19091 / 0.28288 Ha. The calculation puts the LUMO energy (alpha / beta) at 0.323 / 0.029 eV. The value obtained for the energy above the lowest of the compared OMol25 structures with the same formula, charge and spin is 0.000 eV. As for the multiplicity: 3.

Geometry (Å):
C: -3.60 0.04 -0.30
C: -3.37 0.84 -1.58
H: -3.07 -0.94 -0.35
H: -4.64 -0.32 -0.30
H: -3.52 0.59 0.65
H: -2.72 0.31 -2.29
H: -4.35 0.87 -2.07
H: -3.04 1.88 -1.44
C: -0.73 -3.08 -0.41
C: 0.24 -4.08 -0.32
C: 1.55 -3.78 -0.68
C: 1.82 -2.48 -1.08
H: -1.72 -3.33 -0.02
H: -0.04 -5.06 0.08
H: 2.33 -4.54 -0.66
H: 2.84 -2.19 -1.29
N: -0.48 -1.77 -0.76
C: 0.82 -1.48 -1.11
C: 1.21 -0.09 -1.34
N: 0.32 0.90 -0.99
C: 0.72 2.19 -1.06
C: 2.93 1.57 -1.72
C: 2.03 2.55 -1.34
H: -0.02 2.95 -0.78
H: 2.31 3.61 -1.29
C: 2.51 0.25 -1.75
H: 3.15 -0.54 -2.12
H: 3.93 1.82 -2.04
Ti: -1.40 0.13 0.05
C: -1.60 2.19 0.76
H: -1.89 2.73 -0.16
H: -0.69 2.72 1.13
H: -2.41 2.28 1.50
C: 2.06 -2.61 4.26
C: 2.55 -1.79 3.23
C: 1.69 -1.04 2.45
C: 0.30 -1.08 2.68
C: -0.63 -0.61 1.72
C: -1.89 -1.26 1.72
C: -2.51 -1.76 2.91
C: -1.62 -2.15 3.88
C: -0.22 -1.94 3.72
C: 0.69 -2.72 4.46
H: 2.77 -3.17 4.89
H: 3.62 -1.74 3.02
H: 2.05 -0.43 1.62
H: -2.20 -1.84 0.82
H: -3.59 -1.83 2.94
H: -1.97 -2.71 4.74
H: 0.31 -3.45 5.19


> multiplicity of number 8 (C23H24N2Ti)?

3